No. 1
17
Properties=species:S:1:pos:R:3:mulliken_charge:R:1 method="wB97M-V/def2-TZVPD" total_charge=0 homo_ev=-9.77
H -0.52717 2.71899 -0.79715 0.31
N -0.34124 2.12661 0.01721 -0.63
C -0.20127 0.92042 -0.35326 0.22
O -0.06527 0.58956 -1.80330 -0.31
N -0.66378 -0.58890 -2.38513 -0.47
C 0.29806 -0.25168 0.41636 0.90
C -0.84436 -0.97322 1.12228 -1.31
C 1.42056 0.13391 1.38050 -1.53
H -1.51004 -0.22390 -2.82464 0.25
H -0.02268 -0.79196 -3.15280 0.25
H 0.73902 -0.87099 -0.41923 0.17
H -1.30515 -0.33536 1.88400 0.34
H -0.47684 -1.87508 1.62139 0.37
H -1.62903 -1.26550 0.41901 0.34
H 1.85022 -0.76125 1.84056 0.41
H 1.05537 0.78867 2.17925 0.33
H 2.22360 0.65969 0.85495 0.37

No. 2
5
Properties=species:S:1:pos:R:3:mulliken_charge:R:1 method="wB97M-V/def2-TZVPD" total_charge=0 homo_ev="-9.37 / -9.31"
C -0.53182 -0.24320 1.37640 0.56
N -1.42380 -0.09195 2.16100 -0.44
O 0.46996 -0.36828 0.78116 -0.50
S 0.87523 1.05323 -1.42932 0.19
Br 0.61044 -0.34980 -2.88923 0.19

No. 3
21
Properties=species:S:1:pos:R:3:mulliken_charge:R:1 method="wB97M-V/def2-TZVPD" total_charge=0 homo_ev=-8.45 smiles=CCNCCN.O
C 1.36738 1.08193 1.09467 -0.86
C 1.41031 -0.43031 1.29483 -0.58
N 0.48733 -1.22217 0.48845 -0.34
C -0.94009 -0.98933 0.77345 -0.68
C -1.70125 -0.66086 -0.52678 -0.50
N -3.06214 -0.18943 -0.30986 -0.54
H 0.53783 1.28003 0.40987 0.32
H 1.34145 1.69132 2.00945 0.28
H 2.30351 1.38784 0.59867 0.18
H 2.38988 -0.87832 1.01371 0.40
H 1.38008 -0.85553 2.30572 0.33
H 0.76631 -1.27681 -0.47417 0.24
H -1.18476 -1.99784 1.13895 0.32
H -1.03799 -0.18575 1.50003 0.37
H -1.90751 -1.64431 -1.05660 0.27
H -1.15257 0.01695 -1.15477 0.40
H -3.15137 0.80287 -0.17499 0.19
H -3.61797 -0.79897 0.26164 0.20
O 2.09133 1.83588 -2.44377 -0.66
H 1.59901 1.00739 -2.32341 0.32
H 2.23035 1.99694 -1.49672 0.33

No. 4
170
Properties=species:S:1:pos:R:3:mulliken_charge:R:1 method="wB97M-V/def2-TZVPD" total_charge=-1 homo_ev=-4.99
C -5.86356 1.33503 3.68254 -0.42
C -5.15561 1.87456 5.01621 -0.51
C -4.25746 3.20134 4.83644 -0.16
C -4.22821 3.81641 3.35962 -1.05
N -3.49389 3.00031 2.34896 0.82
C -2.10912 2.63440 2.78143 -0.28
C -2.03809 1.01743 2.84179 0.92
C -1.83955 0.39244 1.34806 2.22
C -0.35651 -0.14988 1.08419 -1.73
C -0.07682 -1.62401 1.71325 1.68
C -1.07310 -2.66509 1.01814 0.12
C -1.92587 -3.55998 2.06838 -0.03
C -3.22864 -2.81761 2.64696 0.65
S -4.82525 -3.41513 1.83683 -0.12
C -5.28339 -2.09819 0.61019 -0.19
S -6.41544 -0.89767 0.85338 -0.11
N -4.56146 -2.09823 -0.69077 0.43
C -4.65191 -3.31483 -1.47654 -0.26
C -3.79604 -2.91907 -2.70224 -0.43
N -3.28211 -1.55579 -2.55558 -0.49
C -3.78863 -1.04605 -1.31066 -0.16
O -0.08671 -1.69652 3.17201 -0.52
B 1.16238 -2.30445 3.65950 1.25
C 1.46957 -2.38759 5.26891 -0.38
C 0.52450 -1.49426 6.18875 0.82
C 0.11387 -0.04007 5.84869 -0.06
C -0.80656 0.80595 6.75491 -0.24
C -1.35480 0.25976 8.11012 -0.62
C -0.91019 -1.19521 8.48667 -0.33
C -0.00862 -2.07524 7.54605 -0.70
O 2.21139 -1.71663 2.78545 -0.74
C 1.53135 -1.76344 1.49452 -0.76
C 2.11967 -2.94926 0.58907 -0.05
C 3.66323 -2.74421 0.23280 -0.01
O 4.42456 -1.92572 0.78816 -0.46
I 4.58262 -3.96988 -1.35814 -0.02
C -3.46339 3.68080 1.02099 -0.19
S -4.40624 2.99068 -0.20460 -0.13
S -2.44846 5.17814 0.62992 -0.21
C -0.96473 4.63454 -0.40269 -0.48
C 0.37280 4.43223 0.47192 0.40
C 1.70212 5.07346 -0.21763 -1.07
H -6.45540 0.38807 3.98455 0.33
H -5.05157 0.95002 2.95459 -0.21
H -6.55949 2.07852 3.17248 0.26
H -6.00822 2.10937 5.76524 0.34
H -4.49792 1.09497 5.54611 0.23
H -4.73637 4.01102 5.51238 0.45
H -3.22649 2.99781 5.29210 -0.10
H -5.32825 3.95847 3.02810 0.34
H -3.77840 4.88660 3.40280 0.45
H -1.74745 3.14416 3.73546 0.30
H -1.35135 2.93328 1.95685 -0.70
H -2.93984 0.56494 3.38757 -0.14
H -1.09962 0.74461 3.43072 -0.89
H -2.67760 -0.33705 1.08669 -1.41
H -1.98316 1.29879 0.63735 -0.11
H -0.09216 -0.24822 -0.03891 -0.11
H 0.36431 0.56980 1.60876 0.53
H -1.86858 -2.16596 0.33896 -0.76
H -0.54886 -3.43347 0.33131 0.42
H -2.31730 -4.45045 1.44227 -0.10
H -1.29292 -3.96049 2.92717 0.25
H -3.32855 -3.15150 3.75095 0.46
H -3.16907 -1.68022 2.66971 -1.00
H -5.20889 -4.28636 -1.26592 0.34
H -3.57480 -3.57887 -3.59907 0.35
H -3.59719 0.00426 -0.91207 0.26
H 1.16081 -3.45941 3.33185 -0.46
H 1.46193 -3.49277 5.57238 0.25
H 2.54655 -1.99195 5.43461 -0.33
H 0.53065 0.39755 4.87398 0.22
H -1.07719 1.85420 6.40123 0.26
H -2.03129 0.90763 8.75577 0.31
H -1.29297 -1.57139 9.50236 0.26
H 0.27724 -3.13690 7.88066 0.26
H 1.91360 -0.80730 0.99460 0.20
H 1.54243 -3.00258 -0.41429 0.17
H 1.95388 -3.94089 1.14981 0.21
H -0.74841 5.34808 -1.26689 0.53
H -1.25879 3.58452 -0.78856 0.08
H 0.58796 3.29670 0.53199 -0.44
H 0.26056 4.81065 1.54096 0.37
H 2.18535 5.78221 0.55805 0.28
H 2.47332 4.23160 -0.36897 0.28
H 1.47881 5.61997 -1.19900 0.28
F -1.79800 -1.73630 -6.15532 -0.33
C -0.60776 -1.71098 -5.53409 -0.09
C -0.56330 -1.65771 -4.14958 -0.31
C 0.67074 -1.63658 -3.50705 -0.30
C 1.84554 -1.65801 -4.25618 -0.49
C 1.78792 -1.70597 -5.64591 -0.75
C 0.55433 -1.73827 -6.28918 -0.32
H -1.48859 -1.63279 -3.58102 0.90
H 0.71741 -1.60271 -2.42337 0.48
H 2.80773 -1.63707 -3.75346 0.46
H 2.70366 -1.71808 -6.22829 0.51
H 0.49064 -1.78429 -7.37034 0.41
F -4.00018 10.42994 -2.62995 -0.32
C -4.42975 9.16708 -2.79200 0.39
C -5.05085 8.80646 -3.97751 -0.44
C -5.49107 7.49751 -4.14731 -0.32
C -5.31463 6.56747 -3.12540 -0.65
C -4.69399 6.94240 -1.93718 0.00
C -4.24371 8.24813 -1.77113 -0.50
H -5.18666 9.54605 -4.75815 0.40
H -5.97150 7.20248 -5.07414 0.37
H -5.66215 5.54767 -3.25687 0.40
H -4.56085 6.21777 -1.14073 0.24
H -3.75037 8.55518 -0.85616 0.43
F 0.39120 4.00617 -3.81834 -0.20
C 0.75219 3.46563 -4.99421 0.47
C 1.28432 2.18572 -5.02025 -0.57
C 1.65330 1.62406 -6.23799 -0.04
C 1.49593 2.35317 -7.41507 -0.96
C 0.96515 3.63992 -7.37639 -0.29
C 0.58559 4.19762 -6.15950 -0.65
H 1.40696 1.63671 -4.09350 0.52
H 2.06269 0.62224 -6.27010 0.40
H 1.78829 1.91562 -8.36468 0.36
H 0.84762 4.20345 -8.28942 0.49
H 0.16236 5.19399 -6.11108 0.46
F 1.23326 6.07949 -8.27186 -0.23
C 2.11732 7.02141 -8.63857 0.42
C 2.38913 7.21296 -9.98418 -0.42
C 3.30129 8.19214 -10.36398 -0.38
C 3.93892 8.96093 -9.39317 -0.50
C 3.66153 8.75600 -8.04454 -0.42
C 2.74140 7.78460 -7.66465 -0.35
H 1.88928 6.59943 -10.72475 0.39
H 3.51576 8.35575 -11.41463 0.35
H 4.65379 9.72174 -9.69016 0.35
H 4.16201 9.35275 -7.28943 0.35
H 2.50669 7.61731 -6.61995 0.42
F 4.59491 -3.04436 6.18363 -0.33
C 5.45743 -2.11347 5.75072 0.37
C 5.66705 -1.96264 4.38862 -0.12
C 6.55717 -0.99388 3.93814 -0.44
C 7.23594 -0.19395 4.85530 -0.44
C 7.02095 -0.35776 6.22102 -0.36
C 6.12230 -1.31913 6.67193 -0.51
H 5.13572 -2.59917 3.69035 0.30
H 6.72239 -0.86225 2.87417 0.40
H 7.93388 0.55919 4.50276 0.36
H 7.55316 0.26332 6.93409 0.35
H 5.93557 -1.45465 7.73088 0.41
F 5.86686 -8.29760 -4.13432 -0.31
C 6.30192 -8.29700 -2.86414 0.19
C 6.77660 -9.47411 -2.30684 -0.40
C 7.23209 -9.47233 -0.99233 -0.33
C 7.19758 -8.29593 -0.24715 -0.53
C 6.71407 -7.12102 -0.81593 -0.17
C 6.26883 -7.11980 -2.13350 -0.22
H 6.78800 -10.38144 -2.89958 0.39
H 7.61277 -10.38616 -0.54866 0.35
H 7.54899 -8.29640 0.77975 0.36
H 6.68386 -6.20648 -0.23321 0.30
H 5.89740 -6.21219 -2.59523 0.27
F -0.57227 -6.31402 1.20243 -0.19
C -1.20844 -7.33198 1.79910 0.45
C -2.59325 -7.32197 1.87216 -0.18
C -3.25236 -8.38143 2.48720 -0.56
C -2.51927 -9.43338 3.03155 -0.45
C -1.12926 -9.43019 2.95661 -0.38
C -0.46975 -8.37669 2.33214 -0.53
H -3.14655 -6.49106 1.45036 0.39
H -4.33572 -8.38738 2.54311 0.37
H -3.03435 -10.25746 3.51519 0.36
H -0.55955 -10.24823 3.38471 0.36
H 0.61120 -8.36202 2.25701 0.42

No. 5
53
Properties=species:S:1:pos:R:3:mulliken_charge:R:1 method="wB97M-V/def2-TZVPD" total_charge=0 homo_ev=-8.44 smiles="COc1cccc(OC)c1NC(=O)[C@H]1CCCN1C(=O)NCc1ccccc1"
C 2.52597 -1.62862 -3.35304 -1.05
O 2.33146 -1.16790 -2.03818 -0.39
C 1.54968 -1.89585 -1.20632 0.70
C 1.06684 -3.17535 -1.47170 -0.68
C 0.34402 -3.85509 -0.51063 -0.99
C 0.08229 -3.29967 0.72932 -0.76
C 0.52719 -2.01457 0.99913 0.90
O 0.32454 -1.32993 2.16752 -0.37
C -0.37890 -1.97826 3.20172 -0.98
C 1.25068 -1.31333 0.02883 0.33
N 1.64748 0.00767 0.33107 -0.03
C 1.29280 1.08508 -0.41996 -0.81
O 0.75864 1.00995 -1.50080 -0.60
C 1.61218 2.43324 0.24726 0.68
C 2.70782 3.15986 -0.54759 -1.02
C 1.90839 3.94009 -1.58784 -0.55
C 0.70044 4.40490 -0.78376 -0.73
N 0.46538 3.31648 0.15295 0.11
C -0.81696 3.00914 0.51245 0.66
O -1.75257 3.72726 0.21288 -0.73
N -0.97147 1.91112 1.32120 -0.08
C -2.29673 1.40425 1.60067 -1.22
C -2.56267 0.06322 0.96824 0.69
C -2.07337 -0.23877 -0.29676 -0.08
C -2.31139 -1.47717 -0.86445 -0.47
C -3.05121 -2.42733 -0.18219 -0.60
C -3.55630 -2.12994 1.07190 -0.39
C -3.30892 -0.89399 1.64445 -0.84
H 3.09021 -2.56752 -3.37156 0.36
H 3.10284 -0.85202 -3.85237 0.26
H 1.57410 -1.76131 -3.87470 0.40
H 1.26069 -3.64838 -2.42025 0.43
H -0.02011 -4.84739 -0.72895 0.41
H -0.48226 -3.85781 1.45695 0.40
H -1.39352 -2.23646 2.88707 0.34
H 0.14648 -2.87750 3.53742 0.42
H -0.42508 -1.26008 4.01894 0.26
H 1.93783 0.14965 1.28843 0.48
H 1.90490 2.28685 1.29575 0.53
H 3.41269 2.45832 -0.99149 0.31
H 3.24953 3.84207 0.10924 0.40
H 2.46908 4.76613 -2.01954 0.44
H 1.58754 3.26444 -2.38017 0.18
H -0.19478 4.56921 -1.38447 0.36
H 0.92161 5.32358 -0.22657 0.29
H -0.22933 1.23821 1.41468 0.21
H -2.43792 1.33853 2.68650 0.37
H -2.99373 2.15314 1.20662 0.43
H -1.50283 0.49602 -0.84409 0.35
H -1.91434 -1.69921 -1.84333 0.44
H -3.23560 -3.39457 -0.62595 0.43
H -4.14076 -2.86382 1.60937 0.39
H -3.70250 -0.66654 2.62609 0.40